{"formula": "C43H36BClI2N4O4STeTi", "method": "ωB97M-V with the def2-TZVPD basis set", "e_homo_ev": [-0.5, -0.6], "e_tot_ha": -4776.56594, "lumo_energy_ev": [3.0804, 3.0802], "s2": 2.03, "e_above_lowest_kcal_mol": 9.4, "homo_lumo_gap_ev": [3.6258, 3.6329], "charge": -2, "spin_multiplicity": 3, "symbols": ["C", "C", "H", "N", "C", "C", "N", "C", "C", "C", "C", "C", "C", "C", "S", "C", "C", "H", "O", "H", "C", "H", "Te", "H", "H", "C", "N", "C", "H", "C", "C", "H", "H", "C", "H", "C", "H", "C", "C", "C", "C", "C", "O", "C", "C", "H", "H", "C", "N", "Ti", "H", "C", "H", "H", "O", "H", "H", "H", "H", "H", "C", "C", "C", "H", "H", "H", "B", "H", "H", "C", "C", "Cl", "H", "C", "C", "C", "H", "H", "I", "H", "H", "I", "H", "H", "C", "H", "C", "C", "C", "H", "O", "C", "H", "C"], "coordinates": [[4.3593, 8.4228, -1.6359], [4.1124, 7.1672, -2.4827], [4.9308, 9.1586, -2.2096], [-1.5748, -0.1189, 0.3480], [-2.1394, 0.8115, -1.8712], [-2.7533, 0.3013, -4.1343], [2.1860, 0.8925, 0.8573], [0.7370, 1.2462, 4.3013], [2.1715, 6.4779, -1.0140], [3.4560, 0.1386, 0.9809], [0.6385, -2.8317, 1.4328], [4.1381, -1.7640, -2.1845], [-0.1846, -2.3349, 3.6356], [3.2784, 7.5471, -3.7139], [-3.4451, 3.5772, 4.7887], [1.4225, 0.6687, 2.0672], [-2.4737, -2.9120, -1.8905], [-2.6201, -4.0978, -3.6685], [2.1871, -0.6369, -1.4720], [5.3657, 5.8155, -3.6536], [-4.9420, 4.3756, 5.0484], [6.0004, 7.4519, -3.4867], [-1.4146, 3.8939, 2.1495], [-0.2342, -3.6586, -4.3169], [2.3066, 7.9461, -3.4196], [-3.1651, 4.3351, 3.2725], [0.9487, -1.5260, 1.1826], [-3.0937, 0.4257, -2.7904], [6.0924, 6.3274, -2.1256], [1.4195, 5.5795, -0.2572], [3.8042, 4.7929, -1.5804], [4.9240, 8.1741, -0.7352], [-1.5752, 0.1485, 1.3298], [0.0763, -3.2533, 2.6155], [4.7047, 4.4479, -2.0671], [-1.9827, -3.4728, -3.0556], [-1.1887, 0.4673, -5.5980], [-5.2217, 5.2033, 4.0005], [1.3365, 1.5936, 3.0914], [-2.0836, -1.4870, 0.1823], [5.4706, 6.6528, -2.9618], [1.8972, 4.2931, -0.1832], [3.3152, 2.5901, -0.5771], [-0.5087, 0.9820, -3.6332], [0.1005, -2.3987, -2.6294], [-4.2547, 5.7547, 2.0820], [-3.1793, -1.5202, 0.2383], [0.8710, -0.6237, 2.2451], [-0.3968, -1.8343, -1.5243], [0.6842, -0.3254, -0.4903], [1.8078, 7.4947, -1.0997], [3.3540, 6.1159, -1.6659], [3.1002, 6.6709, -4.3400], [3.9862, 0.3879, 1.8920], [1.3860, 3.2346, 0.5113], [-0.1645, -4.3037, 2.7339], [5.9958, -2.7811, -2.7363], [0.8548, -3.5274, 0.6298], [-4.0947, 0.1885, -2.4484], [1.1378, -2.1755, -2.8423], [-1.4637, 0.5772, -4.5579], [5.3854, -1.1568, 0.2094], [6.0168, -1.8834, -0.7685], [-3.4695, 0.6745, -0.1939], [-5.5298, 4.2102, 5.9382], [5.9059, -0.9445, 1.1349], [2.2715, 2.1869, 0.2588], [-0.6608, -2.6291, 4.5619], [0.6655, 1.9876, 5.0864], [-2.4084, 0.8621, -0.3967], [4.0558, -0.6419, 0.0207], [7.6814, -2.4227, -0.4492], [-2.1468, 1.8494, -0.0076], [0.2859, -0.9897, 3.4761], [-1.6472, -2.0899, -1.1348], [0.2329, -0.0221, 4.4956], [-3.4911, -3.0808, -1.5632], [3.4267, 8.8926, -1.3241], [-4.1751, -0.3616, -5.5079], [-6.1159, 5.8119, 3.9433], [-1.6813, -2.1071, 0.9873], [1.4022, 1.4536, -4.2982], [-0.2057, -0.2946, 5.4499], [0.5090, 5.8570, 0.2589], [3.0546, 3.9084, -0.8385], [1.7625, 2.5795, 2.9618], [-4.2141, 5.1771, 2.9952], [5.4557, -2.2169, -1.9917], [-0.6695, -3.2258, -3.4272], [3.6133, -1.9897, -3.1078], [0.0571, 1.4314, -1.3499], [3.4714, -1.0372, -1.2333], [3.7944, 8.3034, -4.3139], [-0.8056, 1.0870, -2.2665]], "atomic_forces_ev_per_a": [[0.030, 0.007, 0.026], [-0.029, -0.019, -0.006], [-0.007, -0.001, -0.006], [-0.151, -0.266, -0.636], [-0.078, -0.287, -0.003], [0.151, 0.057, 0.161], [-0.046, -0.649, 0.084], [0.018, 0.017, -0.100], [-0.015, -0.031, -0.026], [0.081, 0.300, -0.148], [-0.042, -0.051, 0.000], [0.161, -0.106, 0.040], [0.032, 0.150, 0.004], [-0.021, 0.005, -0.017], [0.052, -0.104, 0.118], [-0.281, -0.332, 0.148], [0.066, 0.072, 0.147], [0.006, 0.007, -0.006], [-0.124, -0.284, -0.198], [-0.012, -0.006, 0.008], [-0.091, 0.094, -0.013], [-0.012, 0.000, -0.006], [-0.293, 0.062, 0.107], [-0.052, -0.001, -0.026], [0.005, 0.005, 0.003], [0.132, 0.028, -0.240], [-0.214, 0.309, 0.150], [0.044, -0.038, -0.007], [-0.004, 0.008, 0.004], [0.037, -0.009, -0.032], [-0.042, -0.003, -0.013], [0.004, -0.004, -0.007], [0.097, -0.021, 0.015], [0.015, -0.052, -0.099], [0.009, 0.002, 0.014], [-0.056, -0.058, -0.036], [-0.017, 0.044, -0.009], [0.011, -0.027, 0.018], [0.174, 0.058, 0.107], [-0.092, 0.129, 0.005], [0.030, 0.000, -0.021], [-0.163, 0.054, 0.003], [-0.078, 0.055, -0.082], [-0.149, 0.005, -0.293], [-0.281, -0.303, -0.124], [0.007, 0.010, 0.006], [0.001, -0.002, 0.025], [0.282, -0.220, -0.161], [-0.041, -0.030, -0.180], [1.251, 0.831, 0.848], [0.015, 0.008, 0.016], [-0.003, 0.030, -0.031], [0.002, -0.002, 0.005], [0.004, -0.009, 0.005], [0.124, -0.031, -0.008], [0.014, 0.002, 0.016], [-0.003, -0.002, -0.006], [-0.051, 0.002, -0.015], [-0.015, 0.016, -0.026], [-0.030, 0.127, -0.040], [-0.030, -0.019, 0.046], [-0.021, 0.019, 0.042], [0.134, -0.077, 0.025], [-0.011, 0.046, -0.010], [0.001, -0.011, -0.004], [0.005, 0.032, -0.016], [0.031, 0.094, 0.229], [0.037, -0.009, 0.019], [-0.020, 0.010, -0.017], [0.175, 0.201, 0.137], [0.198, -0.085, -0.080], [-0.091, 0.008, -0.005], [-0.039, 0.009, 0.071], [-0.080, 0.074, 0.163], [-0.231, -0.226, 0.022], [-0.025, -0.016, 0.013], [-0.012, -0.020, -0.039], [-0.006, -0.007, -0.001], [-0.092, -0.056, -0.085], [-0.005, -0.002, 0.007], [0.003, -0.017, -0.010], [0.129, 0.005, 0.074], [-0.036, 0.009, -0.019], [-0.006, 0.007, -0.011], [0.045, -0.059, 0.037], [-0.098, 0.013, -0.025], [0.012, -0.023, 0.006], [-0.099, 0.051, 0.027], [0.145, 0.027, 0.096], [0.003, 0.036, -0.015], [0.159, -0.327, -0.331], [-0.357, 0.262, -0.004], [0.007, 0.000, 0.008], [-0.192, 0.501, 0.188]], "lowdin_spin": [0.000, 0.000, 0.000, 0.004, 0.006, 0.009, 0.004, 0.024, 0.000, 0.000, 0.178, -0.002, 0.270, 0.000, 0.000, 0.022, -0.003, 0.002, -0.012, 0.000, 0.000, 0.000, 0.003, -0.001, 0.000, 0.001, 0.179, 0.000, 0.000, 0.000, 0.000, 0.000, 0.001, 0.053, 0.000, 0.025, 0.000, 0.000, 0.067, 0.006, 0.000, 0.000, 0.001, 0.007, 0.023, 0.000, 0.000, 0.043, 0.006, 0.917, 0.000, 0.000, 0.000, 0.000, 0.000, -0.002, 0.000, 0.012, 0.000, 0.001, 0.000, -0.002, -0.001, 0.000, 0.000, 0.000, 0.003, 0.019, 0.000, 0.002, 0.000, 0.000, 0.000, 0.029, 0.024, 0.053, -0.001, 0.000, 0.002, 0.000, 0.004, 0.001, 0.001, 0.000, 0.000, 0.004, 0.000, -0.002, -0.002, 0.000, 0.019, 0.001, 0.000, 0.004]}

---

{"formula": "C6H16S2", "method": "ωB97M-V with the def2-TZVPD basis set", "e_homo_ev": -8.5, "e_tot_ha": -1034.54606, "lumo_energy_ev": 1.0659, "e_above_lowest_kcal_mol": 18.9, "homo_lumo_gap_ev": 9.5480, "charge": 0, "spin_multiplicity": 1, "symbols": ["H", "H", "C", "H", "H", "H", "H", "S", "C", "H", "C", "H", "H", "C", "H", "S", "H", "H", "H", "C", "H", "C", "H", "H"], "coordinates": [[-2.5454, -3.8672, -3.8998], [1.1584, 3.2079, -6.1525], [0.6500, 3.9882, -5.5616], [0.4620, 8.3417, -5.8665], [1.1132, 4.0299, -4.5614], [-1.3102, 8.1328, -6.0249], [1.0444, -5.8543, -0.9586], [-1.6663, -5.5833, -2.3574], [1.0798, -5.3380, -1.9326], [1.9460, -4.6551, -1.9376], [-2.7443, -4.3598, -2.9332], [-0.4105, 3.7076, -5.4467], [-2.8663, -3.5822, -2.1605], [-0.1646, -4.4927, -2.1595], [0.1500, 6.2788, -4.0658], [0.7363, 5.6465, -6.3039], [-0.5853, 8.4458, -4.4168], [-1.3380, 6.0155, -5.0211], [-0.0720, -3.9851, -3.1390], [-0.2995, 6.3955, -5.0707], [-0.3705, -3.7173, -1.3968], [-0.4384, 7.9297, -5.3804], [-3.6874, -4.9261, -3.0144], [1.2216, -6.0918, -2.7254]], "atomic_forces_ev_per_a": [[0.263, -0.438, 0.300], [-0.167, 0.564, 0.093], [-0.019, -0.327, 0.220], [-0.319, -0.186, 0.254], [-0.164, -0.097, -0.373], [0.424, -0.124, 0.222], [0.060, 0.170, -0.377], [2.164, -0.227, 0.438], [0.256, 0.259, 0.422], [-0.139, -0.417, 0.076], [-1.812, 0.908, -0.068], [0.434, 0.042, -0.082], [-0.143, -0.179, -0.364], [-0.718, -0.425, -0.892], [-0.122, -0.074, -0.503], [-0.083, -0.900, -0.044], [0.006, 0.000, -0.491], [0.631, -0.324, -0.185], [-0.036, -0.091, 0.479], [-0.632, 1.796, 0.518], [0.240, -0.561, -0.194], [0.010, -0.369, 0.372], [0.022, 0.631, -0.112], [-0.158, 0.369, 0.293]], "mulliken_charge": [0.286, 0.312, -0.766, 0.311, 0.246, 0.280, 0.308, -0.092, -1.135, 0.335, -0.800, 0.240, 0.260, -0.368, 0.281, -0.091, 0.311, 0.306, 0.263, -0.354, 0.338, -1.077, 0.287, 0.316]}

---

| no. | M (u) | strongest force on any atom (eV/Å) |
| --- | --- | --- |
| 1 | 1180.4 | 1.72 |
| 2 | 152.3 | 2.22 |